# 1
This record from OMol25 describes a structure of composition C29H43F5N6O5S2Sb2TeW at a distorted geometry. The level of theory is ωB97M-V/def2-TZVPD.

- HOMO-LUMO gap (alpha / beta): 0.26270 / 0.21801 Ha
- Multiplicity: 3
- DFT total energy: -3946.5373 a.u.
- Lowest unoccupied orbital energy (alpha / beta): -0.2201 / -0.2763 Eh
- Relative energy (zero: lowest compared OMol25 entry of this formula, charge and spin): 52.77 kJ/mol
- Net charge: +2
- Molecular weight: 1269.8 g/mol

```
94
Properties=species:S:1:pos:R:3:forces:R:3:mulliken_spin:R:1
W -0.764 0.862 -0.218 0.0816 0.5649 1.2155 0.891
N -2.782 0.707 0.660 0.1325 0.0626 -0.1265 -0.016
N 2.945 1.961 -2.591 0.0119 0.0543 0.0021 -0.003
C 2.589 3.749 0.736 0.0160 -0.0478 0.0064 0.000
H -7.095 0.458 0.387 -0.0216 0.0463 0.0426 0.000
H 1.672 -3.739 -2.563 -0.0328 -0.0042 0.0154 0.000
H 2.443 0.349 1.342 -0.0661 0.0182 0.0291 0.015
H 4.148 0.226 -0.661 0.0262 -0.0309 0.0441 0.001
F -2.528 4.394 -0.046 -0.0521 -0.0434 0.0471 0.001
H 1.478 4.805 -3.223 -0.0008 -0.0110 0.0033 0.000
S 3.451 2.539 1.579 0.0251 0.0609 -0.0277 -0.001
O -4.110 -4.317 -0.805 -0.0547 0.0002 0.0285 0.000
H 1.352 -3.598 0.883 0.0033 -0.0221 0.0268 -0.006
H 3.434 -3.461 -2.535 -0.0050 -0.0012 -0.0053 0.013
N 0.964 2.781 -3.401 -0.0256 -0.0568 -0.0144 0.004
H -5.704 0.624 -0.671 -0.0171 -0.0646 0.0131 0.000
F -1.979 0.451 -1.622 -0.0978 -0.0755 -0.2313 -0.001
C -2.548 -3.538 -2.488 0.1351 -0.1240 0.0147 0.001
H 4.784 -1.284 -0.040 0.0193 -0.0167 -0.0064 -0.008
C -5.570 -0.496 2.203 0.0428 -0.0788 -0.0365 0.002
S 0.804 0.369 -2.298 -0.0900 -0.1941 0.0320 0.169
C 2.454 -2.985 -2.571 0.0294 0.0339 -0.0157 0.026
N -1.050 -2.720 -3.853 -0.0144 -0.0600 0.0063 0.003
H -6.411 2.056 0.092 0.0556 0.0093 -0.0413 0.000
H 0.772 3.754 -0.444 -0.0308 -0.0201 0.0033 0.000
C 3.036 3.717 -4.277 0.0059 0.0075 -0.0052 0.000
H -4.919 -0.647 3.062 -0.0098 0.0016 0.0047 0.000
H 1.014 4.271 -4.835 0.0009 0.0055 0.0041 0.000
H 4.977 -3.218 1.210 0.0036 0.0015 -0.0107 -0.002
C -5.261 0.824 1.482 -0.0050 0.1630 -0.0400 0.003
C -5.381 2.016 2.449 -0.0171 -0.0484 -0.0179 0.002
C 0.583 0.986 4.003 0.0213 0.0087 -0.0116 -0.006
C -1.648 -2.190 -0.439 -0.0734 -0.0645 0.3437 0.013
H 0.357 -2.992 2.598 -0.0412 0.0424 -0.0569 0.005
C 2.372 -3.249 0.755 -0.0339 0.1038 -0.0931 0.241
C 3.035 -2.707 1.964 0.0328 0.0129 0.0600 -0.024
C 5.131 -2.248 3.105 0.0226 -0.0137 -0.0219 -0.019
H -6.599 -0.451 2.556 -0.0063 -0.0006 -0.0029 0.000
H 3.101 3.033 -5.124 0.0001 -0.0036 -0.0028 0.000
C 3.726 3.109 -3.068 -0.0068 -0.0040 0.0206 -0.001
H -0.037 2.644 -3.538 -0.1096 0.0570 0.0938 -0.007
C 2.320 -2.175 3.053 0.0007 0.0022 -0.0145 0.031
O -0.910 -1.151 -0.118 0.5874 -0.3364 -0.6333 0.054
H -0.510 -2.484 -4.669 0.0097 -0.0078 -0.0030 0.000
H -2.606 0.104 3.493 0.0156 0.0015 0.0017 0.001
C 2.329 1.388 1.063 0.1036 -0.1957 -0.1828 0.013
C -3.736 -4.356 -2.079 -0.1824 0.3185 -0.1407 0.000
H 3.535 4.643 -4.558 -0.0019 -0.0017 -0.0034 0.000
N 1.367 1.850 0.298 -0.3625 -0.0849 0.0517 -0.020
H -2.482 -4.100 -4.637 0.0027 0.0014 -0.0056 0.000
Te -2.424 3.522 -1.745 0.0893 -0.0023 -0.2450 0.019
H 0.086 0.762 4.946 0.0120 -0.0003 0.0026 0.000
F -0.891 2.095 1.261 -0.0964 0.0376 0.0591 -0.001
H 2.965 -4.013 0.250 -0.0043 -0.0340 0.0399 0.028
H 4.698 -1.042 -1.801 -0.0024 0.0178 -0.0099 0.004
F -1.474 5.034 -2.262 -0.0042 -0.0004 0.0437 0.000
C 4.427 -1.707 4.172 -0.0150 0.0118 0.0402 0.037
O -2.232 -2.810 0.434 -0.1838 0.1504 -0.0666 0.019
C -3.867 0.773 1.017 -0.0912 -0.1276 0.0861 0.039
C 3.043 -1.688 4.143 -0.0031 0.0378 -0.0096 -0.023
H 0.508 -2.231 4.168 0.0035 -0.0299 0.0032 0.000
C -6.166 1.006 0.239 -0.0036 0.0192 0.0152 0.003
H -5.474 -1.349 1.530 -0.0093 -0.0080 0.0010 0.000
C 0.824 -2.163 3.126 0.0547 -0.0119 -0.0845 -0.010
H -1.900 -1.331 4.263 0.0058 -0.0017 -0.0022 0.000
H 2.501 -1.316 5.005 -0.0024 -0.0008 -0.0004 0.001
H 0.365 2.012 3.713 -0.0179 -0.0093 -0.0161 0.000
H -6.414 2.076 2.793 -0.0036 -0.0017 -0.0126 0.000
C -2.052 -0.816 3.315 0.0034 0.0249 0.0227 0.001
F -1.813 2.895 -3.513 -0.0304 -0.0218 -0.1180 -0.001
N -0.767 -2.141 -2.687 0.0678 -0.0638 0.0493 0.025
H 2.888 4.784 0.758 0.0070 0.0021 0.0042 0.000
Sb 2.264 -1.740 -0.868 -0.0668 -0.1709 -0.0872 0.324
C 4.205 -0.845 -0.850 -0.0192 0.0163 -0.0143 0.043
H 2.372 -2.380 -3.472 -0.0018 0.0118 0.0056 -0.006
H 1.658 0.862 4.128 0.0035 0.0105 -0.0142 0.001
C 4.433 -2.747 2.021 -0.0095 -0.0258 0.0272 0.022
H 3.813 3.839 -2.261 0.0029 0.0007 -0.0009 0.000
H 4.954 -1.334 5.040 0.0001 0.0052 0.0004 0.001
H 4.725 2.755 -3.316 0.0022 -0.0026 -0.0060 0.000
H 6.210 -2.306 3.132 0.0010 -0.0034 -0.0012 0.000
C 1.512 3.211 0.119 0.0017 0.0564 0.0178 0.006
O -0.929 2.609 -1.122 0.1223 0.1126 -0.0614 0.045
H -2.589 -1.462 2.623 0.0347 -0.0048 -0.0011 -0.001
C -2.101 -3.558 -3.788 -0.0174 0.0811 -0.0490 -0.002
O -4.343 -4.970 -2.911 0.0836 -0.1242 0.0683 0.000
H 3.413 1.191 -2.145 -0.0209 0.0271 -0.0184 0.020
H -4.737 1.888 3.319 -0.0136 -0.0085 0.0051 0.000
C -1.667 -2.631 -1.845 -0.1035 0.0810 -0.0286 -0.021
C 1.635 1.853 -2.772 0.1187 -0.0126 0.0146 0.040
H -3.504 -3.763 -0.273 0.1406 -0.1568 0.0601 0.000
Sb -0.153 -0.337 2.507 -0.0644 0.1364 -0.0796 0.008
C 1.580 3.994 -3.949 0.0019 0.0300 0.0024 0.005
H -5.125 2.955 1.958 0.0007 -0.0133 -0.0008 0.000
```
Forces are in eV/Å.

---

# 2
This record from OMol25 describes a structure of composition C29H43N4O5PPdS. The level of theory is ωB97M-V/def2-TZVPD.

- HOMO-LUMO gap (alpha / beta): 0.29976 / 0.24843 Ha
- Multiplicity: 3
- DFT total energy: -2593.5768 a.u.
- Lowest unoccupied orbital energy (alpha / beta): 0.0179 / -0.0512 Eh
- Relative energy (zero: lowest compared OMol25 entry of this formula, charge and spin): 0.00 kJ/mol
- Molecular weight: 697.1 g/mol

```
84
Properties=species:S:1:pos:R:3:forces:R:3:mulliken_spin:R:1
S 2.903 0.588 1.686 -0.0213 -0.0520 -0.1271 -0.005
C 0.714 -3.642 0.237 -0.0645 0.0488 0.0153 0.008
H 1.726 -4.282 -1.522 0.0031 -0.0062 -0.0132 0.000
C -1.171 2.075 -2.036 0.0352 -0.0163 0.0296 0.060
C 0.191 5.131 2.338 0.1178 -0.0398 0.0066 0.003
C 0.485 -2.218 -0.281 0.0340 0.0188 -0.0916 -0.027
C -1.024 -4.524 -1.494 0.0031 -0.0397 0.0397 0.001
H -2.635 2.116 2.329 0.0162 -0.0039 -0.0028 -0.008
C -0.559 4.109 1.805 -0.0498 0.0253 -0.0310 0.004
C 1.269 2.673 1.702 0.1506 0.0742 -0.0453 0.015
H 6.123 1.100 -3.964 0.0023 -0.0001 -0.0053 0.000
C -3.327 -1.038 -0.227 0.0482 -0.0216 -0.0247 -0.022
H -3.825 -2.591 1.185 -0.0043 -0.0093 0.0031 0.000
C -3.572 1.742 -2.705 0.0077 -0.0153 -0.0080 0.005
H -0.975 2.359 -3.072 0.0018 0.0028 -0.0054 0.007
C -0.160 -1.521 1.885 -0.0354 -0.0764 0.0006 -0.029
Pd -0.474 0.793 0.773 -0.0134 -0.0388 0.0033 1.250
H -3.542 2.826 0.110 -0.0030 -0.0206 0.0043 0.005
N 1.591 1.416 1.280 -0.2073 -0.0416 0.1878 0.073
C 6.584 1.442 -3.039 -0.0052 0.0037 -0.0063 0.000
C 3.993 0.844 0.319 0.0284 0.0331 -0.0345 0.003
H -3.987 1.012 2.535 -0.0004 0.0081 0.0026 0.001
H -2.100 0.193 -2.430 -0.0198 0.0018 0.0042 0.012
H -5.362 -0.816 -1.001 0.0131 -0.0019 -0.0017 0.000
O 2.531 -0.805 1.649 0.0792 0.0638 0.0895 0.003
H 2.632 -0.076 -1.065 0.0117 -0.0613 -0.0156 -0.005
H 6.838 2.497 -3.156 0.0076 0.0041 -0.0064 0.000
H -1.332 2.991 -1.462 0.0005 0.0125 -0.0005 -0.009
H -5.721 0.744 0.663 -0.0005 -0.0054 0.0013 0.000
O -0.592 -0.580 2.592 -0.0444 0.1047 -0.0337 0.163
C 1.907 -4.310 -0.448 -0.0288 -0.0180 0.0039 0.001
H -5.539 1.611 -0.865 -0.0042 -0.0062 0.0215 -0.001
C 0.869 -3.708 1.750 0.1457 0.0097 0.0074 0.000
H -4.437 1.083 -2.720 0.0012 -0.0077 0.0024 -0.002
N 0.265 -2.684 2.465 0.0286 -0.0130 -0.0380 0.003
C 4.434 0.607 -2.019 -0.0346 -0.0097 -0.0131 0.000
H -0.461 -5.430 0.383 -0.0053 -0.0051 -0.0049 0.000
H -5.931 2.487 0.611 -0.0026 0.0123 0.0118 0.001
C -4.438 -1.348 -1.228 -0.0113 -0.0059 0.0100 0.010
H 5.504 1.799 1.488 0.0003 0.0068 0.0125 0.000
C 5.212 1.477 0.498 -0.0114 -0.0330 -0.0093 0.001
H -1.620 4.230 1.617 -0.0069 0.0013 -0.0020 0.000
H 1.925 -5.356 -0.135 -0.0124 0.0134 -0.0097 0.000
H -1.152 -3.542 -1.946 -0.0062 0.0462 -0.0052 0.000
H 7.518 0.895 -2.904 0.0045 -0.0022 -0.0029 0.000
H -2.427 -1.582 -0.542 -0.0397 -0.0131 0.0177 0.006
C -5.347 1.660 0.205 0.0084 0.0167 -0.0419 0.010
H -3.874 2.692 -2.259 -0.0054 0.0150 0.0043 0.000
H 3.140 3.447 2.433 0.0722 -0.0081 0.0145 0.000
C -3.675 1.941 2.056 0.0122 0.0006 0.0100 0.010
H 7.000 2.157 -0.463 0.0049 0.0060 0.0093 0.000
C -0.608 -4.430 -0.032 0.0169 0.0238 -0.0194 -0.001
H -4.614 -1.057 1.527 -0.0109 -0.0107 0.0007 0.000
H -4.656 -2.417 -1.192 -0.0096 -0.0090 -0.0046 -0.001
C 6.042 1.668 -0.597 0.0099 0.0015 0.0292 0.000
H -0.286 -5.063 -2.088 0.0061 -0.0146 -0.0080 0.000
H 0.399 -2.682 3.466 -0.0229 -0.0016 0.0295 -0.001
H -1.969 -5.065 -1.568 -0.0028 -0.0037 -0.0133 0.000
H -0.263 6.081 2.576 -0.0038 0.0104 0.0049 0.001
H -0.260 1.592 -1.660 -0.0284 0.0175 -0.0107 -0.028
C 5.667 1.237 -1.865 0.0241 0.0014 -0.0214 0.001
H -1.414 -3.964 0.545 0.0057 0.0106 0.0150 0.000
H 3.257 -2.614 -0.470 -0.0036 0.0885 -0.0163 0.000
O 1.406 -4.623 2.325 -0.0779 0.0264 -0.0254 0.000
N -0.140 -1.344 0.562 0.0067 -0.1409 -0.0765 0.232
H 3.467 -3.667 0.925 0.0015 -0.0053 0.0077 0.000
C -3.681 -1.509 1.183 -0.0277 -0.0098 0.0181 0.002
C 3.246 -3.651 -0.142 0.0089 -0.0181 0.0086 0.000
N -0.041 2.919 1.494 -0.0135 0.0351 0.0566 0.062
C -2.382 1.141 -1.959 -0.0105 -0.0184 0.0007 0.005
H -2.902 -1.264 1.906 0.0231 0.0005 0.0015 -0.005
H 4.128 0.268 -3.001 -0.0022 -0.0100 -0.0069 0.000
C 2.101 3.665 2.251 -0.0160 -0.0557 -0.0027 0.014
H -4.146 -1.113 -2.251 0.0068 0.0164 -0.0194 0.000
H 4.048 -4.177 -0.661 0.0057 -0.0039 0.0039 0.000
H -3.290 1.945 -3.740 0.0076 0.0009 -0.0071 0.002
P -2.664 0.674 -0.190 0.0525 0.0674 -0.0170 0.139
C -3.869 1.869 0.537 -0.0262 -0.0040 0.0106 0.025
O 3.541 1.111 2.866 0.0034 0.0213 -0.0136 0.005
H 2.178 5.660 2.981 0.0008 0.0015 0.0042 -0.001
C 3.594 0.408 -0.938 0.0074 0.0383 0.0296 0.002
O 0.746 -1.912 -1.431 -0.0086 -0.0389 0.1277 0.002
H -4.282 2.748 2.470 -0.0118 0.0003 -0.0029 0.000
C 1.551 4.885 2.561 -0.1112 0.0254 -0.0163 0.000
```
Forces are in eV/Å.